{
  "formula": "C14H26BCaN2P",
  "method": "the ωB97M-V functional and the def2-TZVPD basis",
  "symbols": ["C", "C", "C", "C", "C", "C", "C", "C", "N", "Ca", "C", "P", "H", "H", "H", "H", "H", "H", "H", "H", "C", "C", "H", "C", "C", "H", "H", "H", "H", "H", "H", "H", "H", "H", "H", "H", "H", "H", "H", "B", "C", "N", "H", "H", "H"],
  "positions_angstrom": [[0.45713, 3.32969, -2.33095], [-0.82716, 2.95046, -1.94121], [-1.03382, 1.89723, -1.01905], [0.07121, 1.25194, -0.47354], [1.35477, 1.63776, -0.84302], [1.55958, 2.68483, -1.77153], [-2.48137, 1.55486, -0.71916], [-2.95938, 0.09255, -0.59313], [-2.00849, -0.94840, -1.02541], [-0.62749, -0.85013, 0.78322], [2.58425, 0.93096, -0.31045], [2.13349, -0.74095, 0.33390], [-1.69832, 3.44944, -2.36651], [2.58180, 2.95248, -2.05037], [0.59625, 4.11870, -3.06456], [3.03960, 1.48208, 0.53243], [3.35674, 0.80188, -1.08798], [-2.80729, 2.07342, 0.19954], [-3.09263, 1.98406, -1.52910], [-3.24940, -0.14976, 0.45261], [3.68831, -1.22789, 1.13733], [2.24292, -1.69359, -1.22676], [-3.89170, -0.00554, -1.17513], [-1.40903, -0.74459, -2.36928], [-2.64502, -2.29653, -0.90809], [-0.49319, -2.69210, 2.40032], [-1.65084, -1.60220, -3.01241], [-1.77292, 0.17985, -2.83796], [-0.31356, -0.68653, -2.28738], [-2.83858, -2.71721, -1.90976], [-1.98246, -3.00883, -0.38450], [-3.59410, -2.24049, -0.34949], [3.28167, -1.66438, -1.57770], [1.96049, -2.73489, -1.01627], [1.58664, -1.29554, -2.01034], [4.53593, -1.10695, 0.45095], [3.84235, -0.61032, 2.03115], [3.60693, -2.28038, 1.43538], [-0.65504, -3.13169, 1.77306], [0.02497, 0.27031, 5.60999], [-0.25363, -0.00612, 4.12289], [-0.50016, -0.23482, 2.99752], [-1.02167, 0.13765, 6.21876], [0.43669, 1.41627, 5.71315], [0.86555, -0.52659, 5.99883]],
  "forces_ev_per_angstrom": [[0.063, -0.128, 0.313], [-0.215, -0.409, 0.238], [0.674, 1.225, -1.044], [-0.486, -1.670, 1.039], [0.222, 1.088, -1.009], [-0.212, -0.483, 0.303], [-0.559, 0.374, -0.017], [-0.244, -0.091, -0.033], [-0.908, -0.811, -0.901], [0.874, 1.140, 0.813], [-0.085, -0.184, 0.505], [0.286, 0.497, -0.350], [0.196, 0.028, -0.059], [-0.303, 0.048, -0.055], [-0.035, -0.065, 0.113], [-0.145, -0.097, -0.296], [-0.169, 0.107, 0.260], [0.158, -0.126, -0.272], [0.237, 0.048, 0.306], [0.199, 0.134, -0.333], [0.157, -0.241, 0.123], [0.169, -0.378, -0.089], [0.115, -0.031, 0.198], [0.102, -0.167, -0.091], [0.025, 0.229, -0.164], [-0.227, -0.685, -0.819], [-0.022, 0.309, 0.061], [0.182, -0.312, 0.177], [-0.458, 0.194, -0.106], [-0.076, 0.098, 0.499], [-0.135, 0.079, -0.127], [0.397, -0.024, -0.213], [-0.212, -0.107, -0.127], [0.139, 0.142, -0.233], [0.195, -0.030, 0.259], [-0.101, -0.020, 0.183], [-0.016, -0.216, -0.177], [0.172, 0.220, 0.043], [0.255, 0.455, 0.947], [0.301, 0.288, 0.904], [-0.575, -0.455, -1.988], [0.191, 0.189, 1.592], [0.072, -0.034, -0.144], [-0.065, -0.200, -0.092], [-0.132, 0.074, -0.137]],
  "charge": 0,
  "e_tot_ha": -1702.3156,
  "e_lumo_ev": -0.187,
  "homo_lumo_gap_ev": 7.37,
  "max_force_ha_per_bohr": 0.041
}

***

{
  "formula": "C14H26BCl2FN3O5",
  "method": "the ωB97M-V functional and the def2-TZVPD basis",
  "symbols": ["C", "O", "B", "O", "N", "C", "N", "C", "Cl", "C", "C", "Cl", "C", "F", "C", "C", "O", "O", "O", "C", "C", "C", "C", "C", "C", "N", "H", "H", "H", "H", "H", "H", "H", "H", "H", "H", "H", "H", "H", "H", "H", "H", "H", "H", "H", "H", "H", "H", "H", "H", "H", "H"],
  "positions_angstrom": [[5.18202, 0.69054, -1.16420], [3.93114, 0.38074, -1.83589], [2.97603, 1.30897, -1.84125], [3.14167, 2.64039, -1.57074], [1.59092, 0.89439, -2.32759], [0.72823, 0.24867, -1.58814], [1.07398, -0.07554, -0.27157], [1.76502, -1.37471, -0.22829], [0.77438, -2.78827, -0.70437], [2.56426, -1.68047, 1.05475], [1.87079, -2.42074, 2.18306], [3.38435, -0.22267, 1.65775], [-0.03991, 0.16499, 0.67283], [-0.45622, -0.99989, 1.23282], [0.38319, 1.11413, 1.81999], [-0.77178, 2.01387, 2.24507], [-1.53991, 1.69694, 3.13436], [-0.91895, 3.19151, 1.59264], [-1.11990, 0.77874, 0.05731], [-1.62927, 0.22583, -1.13452], [-2.36805, 1.37043, -1.84085], [-2.51325, -1.01167, -0.99479], [-3.64493, -1.02050, 0.05883], [-3.32628, -1.92118, 1.27859], [-4.13936, 0.33142, 0.57128], [-0.47359, -0.13351, -2.04048], [5.75052, -0.22423, -1.12851], [4.97001, 1.06787, -0.17171], [5.70609, 1.46361, -1.71257], [3.28610, 2.83870, -0.64314], [1.29972, 1.10782, -3.26886], [2.50022, -1.32608, -1.02188], [3.37012, -2.31934, 0.71071], [1.21580, -1.75940, 2.73624], [1.36158, -3.30854, 1.83901], [2.63500, -2.73818, 2.88605], [1.18409, 1.74059, 1.43317], [0.75978, 0.55745, 2.66394], [-0.20789, 3.32768, 0.96371], [-1.69068, 1.97899, -2.43357], [-2.78301, 2.02074, -1.07902], [-3.19674, 0.99610, -2.42557], [-2.95220, -1.17613, -1.97526], [-1.88292, -1.87762, -0.82374], [-4.50490, -1.48448, -0.41486], [-2.40629, -2.47132, 1.09999], [-3.17698, -1.33178, 2.17564], [-4.10187, -2.66185, 1.42842], [-3.40260, 0.87618, 1.15200], [-4.50237, 0.96503, -0.23402], [-4.99822, 0.15831, 1.21168], [-0.65699, 0.17746, -2.98446]],
  "forces_ev_per_angstrom": [[-0.291, 0.289, -0.380], [-0.119, -0.119, 0.457], [0.197, 0.446, -0.222], [-0.523, -0.449, 0.191], [0.500, -0.516, -0.021], [-0.512, -0.287, -0.242], [-0.692, -0.468, -0.058], [0.624, 0.256, -0.086], [-0.018, -0.031, 0.017], [-0.253, -0.808, -0.091], [0.432, 0.550, 0.488], [0.073, 0.217, 0.062], [-0.533, 0.766, 1.099], [0.139, -0.292, -0.206], [-0.044, 0.627, -0.882], [-1.399, -0.599, 1.644], [1.185, 0.556, -1.540], [-0.038, -0.392, 0.416], [1.017, -0.204, -0.318], [-1.042, -0.398, -0.923], [0.042, 0.100, 0.696], [-0.044, -0.156, 0.454], [-0.145, -0.043, 0.679], [0.503, 0.027, -0.569], [-0.280, 0.019, -0.366], [0.530, 1.032, 0.393], [0.151, -0.145, 0.064], [0.072, -0.161, 0.204], [0.148, -0.010, -0.223], [0.370, 0.325, 0.099], [0.030, 0.117, -0.193], [0.068, 0.191, -0.076], [0.118, -0.082, -0.137], [-0.338, -0.115, 0.004], [-0.255, -0.038, -0.154], [0.152, -0.066, 0.048], [0.205, -0.033, 0.048], [-0.046, -0.143, 0.167], [0.138, 0.042, -0.191], [0.050, 0.060, -0.168], [-0.078, 0.087, 0.089], [0.008, -0.044, -0.330], [0.027, 0.105, -0.249], [0.190, -0.061, 0.063], [-0.035, -0.032, -0.328], [0.072, -0.171, 0.103], [-0.069, 0.034, 0.232], [-0.242, 0.032, 0.219], [0.166, 0.025, 0.076], [-0.018, 0.137, -0.091], [-0.072, -0.039, 0.193], [-0.128, -0.141, -0.158]],
  "charge": 1,
  "e_tot_ha": -2134.5355,
  "e_lumo_ev": -3.375,
  "homo_lumo_gap_ev": 9.84,
  "smiles": "COB(O)NC1=[N+]([C@H](Cl)[C@H](C)Cl)[C@@](F)(CC(=O)O)O[C@](C)(CC(C)C)N1",
  "max_force_ha_per_bohr": 0.044
}